21
Properties=species:S:1:pos:R:3:mulliken_charge:R:1 method="wB97M-V/def2-TZVPD" molar_mass_g_mol=117.168 gap_ha=0.2923 max_force_ha_per_bohr=0.020 charge=-1 e_lumo_ev=3.81 de_lowest_kj_mol=27.16
C -3.462 -0.879 -0.486 -0.98
C -1.975 -1.247 -0.782 0.69
O -1.482 -0.622 -1.746 -0.72
O -1.418 -2.034 0.014 -0.79
H -3.948 -1.622 0.125 0.33
H -3.973 -0.606 -1.403 0.29
H -3.390 -0.023 0.192 0.17
C 1.122 0.608 0.053 1.27
C 1.832 1.888 0.506 -1.58
C 2.011 -0.317 -0.753 -1.47
C 0.484 -0.118 1.223 -1.52
H 0.360 0.958 -0.636 0.10
H 2.389 2.385 -0.291 0.39
H 2.705 -0.892 -0.122 0.32
H 1.411 -1.097 -1.226 0.33
H 2.623 0.205 -1.492 0.36
H -0.145 0.552 1.809 0.32
H 0.025 -1.048 0.886 0.38
H 2.487 1.726 1.369 0.33
H 1.097 2.638 0.820 0.36
H 1.248 -0.455 1.941 0.43

135
Properties=species:S:1:pos:R:3:lowdin_spin:R:1 method="wB97M-V/def2-TZVPD" molar_mass_g_mol=3310.801 gap_ha="0.3192 / 0.3564" multiplicity=2 s2=0.7541 max_force_ha_per_bohr=0.044 e_lumo_ev="-0.10 / -0.26" de_lowest_kj_mol=30.44
C -1.051 0.254 1.338 0.00
C -1.355 0.246 -0.163 0.03
C -0.029 0.558 -0.841 0.00
C -1.750 -1.154 -0.613 0.02
C -3.150 -1.479 -0.107 0.00
C -3.528 -2.929 -0.389 0.00
S -4.702 -3.474 0.840 0.00
O -5.586 -4.454 0.303 0.00
O -3.982 -3.798 2.035 0.00
C -4.103 -0.486 -0.770 0.02
C -3.753 0.926 -0.326 0.03
C -4.173 1.156 1.133 0.00
C -4.625 1.891 -1.157 0.00
N -2.337 1.270 -0.590 0.37
O -2.119 1.741 -1.756 0.51
H -0.371 1.064 1.558 0.00
H -0.513 -0.660 1.551 0.00
H -1.920 0.248 1.976 0.00
H 0.305 1.563 -0.627 0.00
H 0.688 -0.107 -0.376 0.00
H -0.039 0.323 -1.893 0.00
H -1.797 -1.192 -1.699 0.00
H -1.026 -1.894 -0.300 0.00
H -3.157 -1.339 0.969 0.00
H -4.064 -2.987 -1.328 0.00
H -2.695 -3.611 -0.354 0.00
H -5.415 -2.347 1.120 0.00
H -5.129 -0.743 -0.529 0.00
H -3.957 -0.609 -1.831 0.00
H -5.100 1.705 1.179 0.00
H -4.334 0.235 1.674 0.00
H -3.449 1.767 1.655 0.00
H -5.637 1.723 -0.816 0.00
H -4.360 2.915 -0.941 0.00
H -4.639 1.681 -2.219 0.00
C 0.315 4.783 -2.397 0.00
Cl -0.258 4.197 -0.833 0.00
Cl -0.361 6.387 -2.695 0.00
Cl 2.080 4.929 -2.371 0.00
Cl -0.170 3.659 -3.665 0.00
C -8.525 -6.906 1.673 0.00
Cl -8.090 -8.447 0.929 0.00
Cl -8.647 -5.673 0.417 0.00
Cl -10.084 -7.071 2.493 0.00
Cl -7.288 -6.442 2.844 0.00
C 6.145 5.119 -2.908 0.00
Cl 6.575 3.409 -2.794 0.00
Cl 7.617 6.085 -2.782 0.00
Cl 5.377 5.425 -4.468 0.00
Cl 5.052 5.598 -1.599 0.00
C 0.906 9.281 0.631 0.00
Cl 1.198 7.752 -0.200 0.00
Cl 1.042 10.611 -0.523 0.00
Cl -0.711 9.278 1.341 0.00
Cl 2.113 9.477 1.906 0.00
C 5.622 -0.557 -4.564 0.00
Cl 6.387 -1.904 -5.414 0.00
Cl 5.590 0.864 -5.611 0.00
Cl 3.973 -0.999 -4.128 0.00
Cl 6.541 -0.188 -3.101 0.00
C -4.717 -2.203 5.649 0.00
Cl -4.380 -0.889 4.507 0.00
Cl -5.425 -1.520 7.114 0.00
Cl -5.850 -3.340 4.919 0.00
Cl -3.213 -3.030 6.052 0.00
C -1.658 0.857 -6.163 0.00
Cl -2.599 -0.504 -6.775 0.00
Cl 0.046 0.621 -6.578 0.00
Cl -2.240 2.357 -6.891 0.00
Cl -1.813 0.965 -4.407 0.01
C -0.836 -5.815 4.624 0.00
Cl 0.027 -4.505 5.442 0.00
Cl 0.329 -6.992 4.002 0.00
Cl -1.921 -6.610 5.768 0.00
Cl -1.765 -5.138 3.290 0.00
C 0.135 -4.804 -1.799 0.00
Cl -0.291 -4.768 -0.082 0.00
Cl -0.443 -3.324 -2.583 0.00
Cl 1.889 -4.905 -1.960 0.00
Cl -0.619 -6.204 -2.562 0.00
C -9.982 -4.175 -3.196 0.00
Cl -11.625 -3.714 -2.744 0.00
Cl -9.561 -3.421 -4.736 0.00
Cl -8.858 -3.639 -1.931 0.00
Cl -9.881 -5.929 -3.351 0.00
C -6.435 -0.324 -4.761 0.00
Cl -6.212 -0.943 -6.397 0.00
Cl -4.893 0.211 -4.078 0.00
Cl -7.563 1.034 -4.797 0.00
Cl -7.077 -1.606 -3.725 0.00
C -9.924 -11.591 -0.755 0.00
Cl -10.365 -12.168 0.854 0.00
Cl -10.653 -10.007 -1.032 0.00
Cl -8.164 -11.466 -0.871 0.00
Cl -10.510 -12.730 -1.972 0.00
C 5.081 5.055 2.375 0.00
Cl 4.376 6.501 1.643 0.00
Cl 3.812 3.855 2.629 0.00
Cl 6.309 4.384 1.298 0.00
Cl 5.815 5.479 3.924 0.00
C 5.405 -6.061 -0.005 0.00
Cl 7.162 -6.097 0.152 0.00
Cl 4.727 -4.927 1.166 0.00
Cl 4.971 -5.542 -1.638 0.00
Cl 4.750 -7.674 0.288 0.00
C 9.680 1.886 -1.168 0.00
Cl 9.420 2.130 -2.897 0.00
Cl 9.313 0.210 -0.750 0.00
Cl 11.362 2.236 -0.770 0.00
Cl 8.619 2.964 -0.255 0.00
C 15.145 0.293 -1.713 0.00
Cl 15.166 1.204 -0.200 0.00
Cl 16.236 -1.090 -1.579 0.00
Cl 13.505 -0.275 -2.031 0.00
Cl 15.675 1.337 -3.035 0.00
C 5.855 11.545 2.401 0.00
Cl 4.285 12.253 2.795 0.00
Cl 6.506 12.328 0.959 0.00
Cl 6.964 11.786 3.754 0.00
Cl 5.668 9.815 2.097 0.00
C 18.550 -0.158 1.736 0.00
Cl 18.656 -1.706 0.892 0.00
Cl 18.772 1.158 0.580 0.00
Cl 16.964 -0.015 2.503 0.00
Cl 19.809 -0.074 2.971 0.00
C -7.118 4.217 1.913 0.00
Cl -6.549 2.995 3.056 0.00
Cl -7.641 3.435 0.419 0.00
Cl -8.479 5.092 2.619 0.00
Cl -5.806 5.345 1.561 0.00
C -3.092 1.933 8.867 0.00
Cl -2.359 0.746 9.949 0.00
Cl -3.499 1.156 7.336 0.00
Cl -4.562 2.575 9.607 0.00
Cl -1.953 3.253 8.580 0.00

23
Properties=species:S:1:pos:R:3:mulliken_charge:R:1 method="wB97M-V/def2-TZVPD" molar_mass_g_mol=122.211 gap_ha=0.3692 smiles=Cc1ccccc1.CC max_force_ha_per_bohr=0.050 e_lumo_ev=1.06 de_lowest_kj_mol=81.40
C 0.989 -0.878 -2.650 -0.20
C 0.705 -2.279 -2.104 -0.93
H 0.394 -0.142 -2.121 -0.23
H 2.023 -0.594 -2.535 0.29
H 0.618 -0.690 -3.666 0.32
H 0.787 -2.244 -1.009 0.25
H 1.376 -3.095 -2.373 0.34
H -0.322 -2.591 -2.297 0.27
C -1.734 -0.731 0.285 -1.26
C 0.651 2.349 2.095 -0.26
C 0.105 1.338 2.920 -0.52
C 0.525 2.316 0.735 -0.94
C -0.629 0.330 2.381 -0.45
C -0.147 1.192 0.176 -0.03
C -0.802 0.280 0.960 0.71
H 1.045 3.185 2.663 0.34
H 0.425 1.216 3.950 0.33
H 1.042 3.117 0.222 0.36
H -1.039 -0.537 2.888 0.37
H -0.041 1.142 -0.890 0.29
H -2.211 -0.140 -0.502 0.34
H -2.498 -0.946 1.033 0.45
H -1.259 -1.596 -0.162 0.17

67
Properties=species:S:1:pos:R:3:lowdin_spin:R:1 method="wB97M-V/def2-TZVPD" molar_mass_g_mol=1046.968 gap_ha="0.1720 / 0.1712" multiplicity=6 s2=8.9224 max_force_ha_per_bohr=0.111 charge=-2 e_lumo_ev="3.72 / 3.06" de_lowest_kj_mol=154.78
Ir 0.233 1.226 -0.330 1.89
S -1.039 -2.843 -4.777 0.24
Sb 0.482 -1.515 -5.753 0.32
S -0.482 0.153 -2.757 -0.14
S 0.687 0.542 -4.295 0.06
S 2.632 -2.188 -6.005 0.26
C -1.415 4.601 2.225 0.01
C -0.776 3.375 1.648 0.10
N -0.881 3.046 0.415 0.38
O -1.577 3.926 -0.398 0.10
C 0.061 2.513 2.483 0.37
C 0.103 2.575 3.970 0.05
N 0.809 1.656 1.835 0.45
O 1.583 0.887 2.501 0.57
H -1.760 5.259 1.433 0.00
H -0.704 5.132 2.858 0.00
H -2.271 4.326 2.846 0.00
H -1.152 3.741 -1.263 0.00
H -0.404 3.457 4.360 0.00
H 1.140 2.567 4.312 0.01
H -0.364 1.686 4.406 0.02
O -2.116 0.685 -0.532 0.11
C -2.051 -0.263 0.290 0.01
O -0.998 -0.596 0.877 0.09
C -3.309 -1.036 0.584 0.01
C -4.439 -0.845 -0.201 0.00
C -5.624 -1.547 0.039 0.00
C -5.611 -2.425 1.095 0.00
O -6.638 -3.231 1.541 0.00
C -6.116 -3.932 2.667 0.00
O -4.761 -3.554 2.856 0.00
C -4.490 -2.615 1.877 0.00
C -3.319 -1.945 1.652 0.00
H -4.372 -0.134 -1.012 0.00
H -6.503 -1.413 -0.574 0.00
H -6.168 -5.008 2.474 0.00
H -6.696 -3.663 3.556 0.00
H -2.426 -2.088 2.244 0.00
C 4.206 -0.281 1.258 0.00
C 3.110 -1.300 0.978 -0.01
As 1.975 -0.776 -0.515 -0.02
C 0.936 -2.416 -0.786 0.00
C 1.661 -3.679 -1.225 0.00
C 3.266 -0.739 -1.985 0.00
C 4.401 -1.757 -1.990 0.00
H 4.855 -0.620 2.071 0.00
H 3.758 0.664 1.560 0.00
H 4.838 -0.107 0.384 0.00
H 2.444 -1.383 1.837 0.00
H 3.523 -2.286 0.747 0.00
H 0.166 -2.163 -1.516 0.00
H 0.416 -2.545 0.166 0.00
H 1.995 -3.602 -2.260 0.00
H 0.981 -4.533 -1.174 0.00
H 2.527 -3.909 -0.599 0.00
H 3.670 0.278 -1.975 0.00
H 2.688 -0.817 -2.906 0.00
H 4.947 -1.778 -1.046 0.00
H 5.112 -1.504 -2.780 0.00
H 4.048 -2.763 -2.198 0.00
Cl 3.547 3.147 -3.412 0.00
C 2.706 3.864 -2.015 0.00
Cl 3.441 5.452 -1.644 0.00
Cl 2.968 2.814 -0.611 0.03
C 1.186 4.045 -2.408 0.01
O 0.958 5.014 -3.117 0.00
O 0.403 3.164 -1.988 0.06

118
Properties=species:S:1:pos:R:3:mulliken_charge:R:1 method="wB97M-V/def2-TZVPD" molar_mass_g_mol=812.785 gap_ha=0.3423 smiles="CC[C@@]1(C(F)(F)F)C(=O)O[C@@H](N(C)C(C)=O)[C@H]1/C(Cl)=C(/C)Cl.COCCOC.COCCOC.COCCOC.COCCOC.COCCOC" max_force_ha_per_bohr=0.054 e_lumo_ev=0.42 de_lowest_kj_mol=53.38
C -1.471 -5.667 -0.299 -1.50
C -1.212 -5.204 -1.736 -0.99
C -2.241 -4.224 -2.346 1.71
C -3.578 -4.812 -2.807 0.64
F -3.501 -5.373 -4.008 -0.32
F -3.990 -5.750 -2.007 -0.25
F -4.490 -3.883 -2.916 -0.27
C -2.748 -3.423 -1.073 -0.75
O -3.654 -3.637 -0.365 -0.66
O -2.020 -2.283 -0.844 -0.25
C -1.305 -1.966 -2.053 -0.87
N 0.130 -1.893 -1.772 0.45
C 0.534 -2.451 -0.465 -0.77
C 0.488 -0.480 -1.684 0.13
C -0.370 0.474 -0.885 -0.78
O 1.447 -0.088 -2.239 -0.54
C -1.789 -2.989 -3.153 -0.16
C -0.781 -2.945 -4.273 -0.48
Cl -0.285 -1.298 -4.682 -0.18
C -0.244 -3.858 -5.040 1.02
C 0.740 -3.573 -6.142 -1.43
Cl -0.687 -5.533 -4.856 -0.18
H -0.892 -6.576 -0.143 0.46
H -1.175 -4.960 0.476 0.31
H -2.503 -5.940 -0.105 0.35
H -1.247 -6.104 -2.344 0.72
H -0.194 -4.842 -1.845 0.35
H -1.778 -1.041 -2.372 0.81
H 1.625 -2.474 -0.474 0.30
H 0.223 -3.473 -0.315 0.22
H 0.270 -1.818 0.383 0.29
H -0.891 1.158 -1.553 0.33
H -1.160 -0.031 -0.332 0.09
H 0.237 1.067 -0.210 0.42
H -2.669 -2.493 -3.567 0.65
H 1.193 -4.522 -6.412 0.41
H 0.260 -3.112 -6.997 0.30
H 1.517 -2.949 -5.711 0.41
C -4.675 2.135 4.352 -0.88
O -5.014 2.610 3.059 -0.40
C -3.915 3.201 2.381 -0.71
C -3.349 2.267 1.333 -0.37
O -2.720 1.139 1.929 -0.40
C -3.520 -0.031 1.852 -0.98
H -5.521 1.560 4.726 0.34
H -3.794 1.489 4.327 0.40
H -4.495 2.975 5.030 0.37
H -3.137 3.504 3.086 0.31
H -4.292 4.101 1.884 0.41
H -2.578 2.801 0.765 0.39
H -4.129 1.955 0.632 0.33
H -3.564 -0.398 0.820 0.36
H -4.533 0.149 2.220 0.53
H -3.052 -0.796 2.472 0.27
C 4.248 0.867 -2.141 -0.57
O 5.026 1.963 -1.680 -0.39
C 6.146 2.238 -2.509 -0.68
C 5.902 3.442 -3.392 0.05
O 4.904 3.174 -4.371 -0.40
C 3.650 3.747 -4.051 -0.77
H 3.340 0.831 -1.554 0.15
H 3.980 0.978 -3.193 0.27
H 4.798 -0.071 -1.997 0.32
H 6.407 1.365 -3.115 0.33
H 6.991 2.455 -1.846 0.41
H 6.822 3.680 -3.933 0.01
H 5.632 4.314 -2.789 0.32
H 3.691 4.837 -4.157 0.30
H 3.337 3.490 -3.036 0.34
H 2.915 3.356 -4.754 0.27
C 7.198 5.538 -6.637 -0.85
O 7.990 5.339 -5.478 -0.25
C 9.314 4.920 -5.781 -0.46
C 10.303 6.056 -5.637 -0.64
O 10.104 7.050 -6.632 -0.37
C 9.439 8.200 -6.139 -0.68
H 6.267 6.010 -6.328 0.22
H 7.699 6.187 -7.360 0.43
H 6.964 4.577 -7.106 0.32
H 9.365 4.489 -6.786 0.38
H 9.574 4.134 -5.064 0.36
H 11.315 5.662 -5.775 0.37
H 10.243 6.491 -4.634 0.34
H 10.100 8.766 -5.475 0.32
H 8.522 7.937 -5.605 0.28
H 9.180 8.826 -6.991 0.24
C -6.534 -4.028 5.352 -0.68
O -6.805 -3.604 4.029 -0.42
C -5.663 -3.062 3.376 -0.44
C -5.062 -4.042 2.392 0.24
O -4.482 -5.159 3.059 -0.41
C -5.290 -6.320 2.992 -0.73
H -7.405 -4.572 5.714 0.24
H -5.665 -4.690 5.392 0.30
H -6.366 -3.163 6.003 0.30
H -4.913 -2.743 4.107 0.35
H -5.999 -2.176 2.827 0.21
H -4.261 -3.545 1.845 -0.09
H -5.812 -4.369 1.666 0.29
H -5.293 -6.723 1.973 0.27
H -6.316 -6.116 3.307 0.33
H -4.860 -7.066 3.661 0.28
C -1.139 -0.402 9.125 -0.65
O -1.118 0.926 9.618 -0.38
C -0.606 1.859 8.678 -0.51
C -1.715 2.660 8.031 -0.61
O -2.522 1.847 7.190 -0.20
C -3.763 1.503 7.780 -0.85
H -1.691 -1.014 9.837 0.24
H -1.634 -0.462 8.152 0.25
H -0.120 -0.793 9.042 0.32
H -0.003 1.354 7.917 0.33
H 0.048 2.543 9.228 0.37
H -1.268 3.433 7.398 0.36
H -2.323 3.157 8.792 0.37
H -4.414 2.383 7.827 0.32
H -3.633 1.088 8.782 0.45
H -4.238 0.752 7.149 0.19